The following is a quantum chemistry calculation of a 6-piece molecular cluster, C12H18N6 overall at a distorted geometry, from OMol25.

Last column: Mulliken spin population.
Geometry (Å):
C: -14.989258 -17.438053 4.286961  -0.03
C: -15.619950 -17.512352 5.600842  0.29
N: -16.086720 -17.599092 6.680764  -0.11
H: -14.551581 -18.429225 4.168109  -0.02
H: -14.342843 -16.565936 4.188717  0.12
H: -15.789409 -17.249676 3.571171  -0.11
C: -11.619938 -15.558799 2.268806  -0.01
C: -11.039855 -16.641024 1.445337  0.78
N: -10.504385 -17.476343 0.860755  -0.42
H: -12.665476 -15.626393 1.968187  0.07
H: -11.228045 -14.560147 2.075937  -0.02
H: -11.503304 -15.651164 3.348602  -0.26
C: -10.473801 -15.522937 -2.352498  0.41
C: -10.486838 -14.582780 -1.212768  0.11
N: -10.504320 -13.902896 -0.263932  -0.07
H: -9.890994 -15.322607 -3.251557  -0.22
H: -11.512092 -15.843617 -2.437475  -0.08
H: -10.011839 -16.445062 -1.999841  0.00
C: -10.547683 -20.863219 2.583365  0.20
C: -11.333800 -20.881453 3.879476  0.36
N: -11.972528 -20.851296 4.849433  -0.18
H: -10.944722 -20.194820 1.819355  -0.12
H: -10.518924 -21.824447 2.070233  -0.20
H: -9.556109 -20.430298 2.715510  0.07
C: -14.554258 -13.178225 4.823187  0.36
C: -14.512717 -13.302017 3.351644  0.30
N: -14.489019 -13.436355 2.190682  -0.13
H: -14.940107 -12.245596 5.234787  -0.14
H: -13.527171 -13.113826 5.182418  -0.18
H: -15.231034 -13.977089 5.126312  0.00
C: -7.247888 -18.837241 0.761939  0.62
C: -7.406279 -17.859835 1.885715  -0.05
N: -7.420006 -17.160216 2.773152  -0.03
H: -7.268920 -19.820496 1.231900  0.03
H: -6.234069 -18.717428 0.379968  -0.19
H: -8.035598 -18.763009 0.012206  -0.17

Atoms 1-6, force components in eV/Å:
C -1.0 0.0 0.3
C -1.3 0.2 3.7
N 1.3 0.3 -3.3
H 0.5 0.3 -0.6
H 0.5 -0.4 0.2
H 0.0 -0.4 -0.2

## Properties
Spin multiplicity: 2
Energy relative to the best compared isomer or geometry (same formula, charge and spin): 0.823 eV
Total charge: -1
Energy: -21672.944 eV
Expectation value of S²: 0.750

The following is a quantum chemistry calculation of an isolated ion of composition C12H18NS and charge +1 at a distorted geometry, from OMol25.

Last column: Mulliken charge in e.
Geometry (Å):
C: 2.811808 -0.580454 1.323398  -0.71
C: 1.631688 0.133220 1.212674  -0.37
C: 1.627395 -0.571966 -1.252679  0.95
C: -1.021578 -0.820401 0.230210  0.10
C: 0.944623 -0.599562 -2.381905  -1.36
C: 3.530460 -1.084546 0.153841  -0.29
C: 1.043252 0.398762 -0.120462  0.15
C: 2.950471 -1.041830 -1.019696  -0.66
C: -0.739565 2.730338 -0.665069  -1.73
C: -1.621557 1.915012 1.508298  -1.04
C: -2.999408 -2.771713 0.287949  -0.83
C: -1.338907 1.546638 0.050761  -0.05
N: -0.447346 0.354316 0.020883  0.38
S: -2.720936 -0.959180 0.431371  0.11
H: 3.299891 -1.004068 2.227357  0.36
H: 1.114531 0.524238 2.090671  0.30
H: 1.348660 -1.176608 -3.157305  0.38
H: 0.059863 -0.051734 -2.524334  0.27
H: 4.517462 -1.650602 0.233151  0.31
H: -0.360022 -1.777986 0.045178  0.34
H: 1.202765 1.453057 -0.429199  0.33
H: 3.298645 -1.666867 -1.850981  0.29
H: -0.530903 2.372426 -1.624897  0.48
H: -1.295552 3.708375 -0.892154  0.35
H: 0.121002 3.119838 -0.114717  0.42
H: -2.314926 2.654829 1.642685  0.48
H: -0.593134 2.105528 1.944980  0.27
H: -1.963420 0.961328 2.002102  0.34
H: -3.904271 -3.127658 -0.248943  0.35
H: -3.278171 -3.133542 1.289918  0.32
H: -2.077825 -3.191929 0.000944  0.28
H: -2.294991 1.232748 -0.414043  0.49

Atoms 1-6, force components in eV/Å:
C -0.9 0.1 0.3
C 2.6 -1.5 1.2
C -1.8 3.3 1.8
C 1.1 -0.8 -1.6
C 0.8 -0.6 0.4
C 1.5 -0.7 0.8

## Properties
Energy relative to the best compared isomer or geometry (same formula, charge and spin): 1.479 eV
Total charge: +1
Energy: -25051.914 eV

The following is a quantum chemistry calculation of C12H18O11Pt as an isolated structure at a distorted geometry, from OMol25.

Last column: Mulliken spin population.
Geometry (Å):
Pt: 1.166496 -0.293328 0.700192  1.62
C: 1.123571 4.288265 0.213814  0.01
C: 1.721440 2.906770 -0.115295  0.00
O: 2.765722 2.854261 -0.733715  0.00
O: 0.953622 1.956515 0.283210  0.09
H: 0.606276 4.631127 -0.689215  0.00
H: 1.843664 5.053882 0.503919  0.00
H: 0.373913 4.178541 1.001263  0.00
C: -0.327070 -0.377875 -3.237662  0.00
C: 1.096594 -0.460837 -2.673188  0.01
O: 1.158071 -0.905074 -1.479014  0.03
O: 2.023429 -0.090746 -3.390429  0.01
H: -0.818090 -1.353348 -3.154331  0.00
H: -0.353354 -0.108928 -4.301864  0.00
H: -0.843911 0.468768 -2.774040  0.00
C: 0.142938 -1.297024 4.526539  0.00
C: 0.690986 -0.907837 3.196847  -0.01
O: 0.996314 -1.793366 2.357701  0.05
O: 0.687143 0.300149 2.871438  0.07
H: 0.433795 -0.552280 5.277932  0.00
H: 0.409634 -2.289379 4.883953  0.00
H: -0.948595 -1.216359 4.559490  0.00
C: 4.463058 -0.949786 2.580310  0.00
C: 4.473431 -0.146668 1.263043  0.00
O: 3.381757 -0.170022 0.607399  0.09
O: 5.551169 0.327747 0.890752  0.01
H: 4.376480 -1.981958 2.218231  0.00
H: 3.603205 -0.764337 3.218624  0.00
H: 5.444213 -0.856466 3.045205  0.00
C: -4.438945 0.277905 -2.557250  0.00
C: -4.047954 -0.635024 -1.443801  0.00
C: -3.504187 -1.992255 -1.865356  0.00
O: -2.575683 -2.297445 -0.845594  0.00
C: -2.082624 -1.106525 -0.369510  0.02
O: -1.113923 -1.001869 0.283837  0.01
O: -2.841729 -0.080518 -0.820195  0.00
H: -4.650104 1.306530 -2.263937  0.00
H: -5.282873 -0.104498 -3.139855  0.00
H: -3.616160 0.397643 -3.271323  0.00
H: -4.751254 -0.614336 -0.607205  0.00
H: -2.991257 -1.866724 -2.821389  0.00
H: -4.299209 -2.733290 -1.929531  0.00

Atoms 1-6, force components in eV/Å:
Pt 1.4 1.7 -0.9
C -0.6 0.1 0.1
C -0.5 -0.3 0.3
O 0.5 0.1 -0.3
O -0.1 -0.3 -0.2
H 0.0 0.1 0.0

## Properties
Spin multiplicity: 3
Energy relative to the best compared isomer or geometry (same formula, charge and spin): 1.542 eV
Total charge: -2
Energy: -38504.775 eV
Expectation value of S²: 2.004

The following is a quantum chemistry calculation of C12H19Cl2N3OTi as an isolated structure at a distorted geometry, from OMol25.

Last column: Mulliken spin population.
Geometry (Å):
Ti: 0.361021 1.170397 0.289997  0.74
Cl: -0.050579 3.372997 -0.373303  0.00
Cl: 0.836721 2.163597 2.401197  0.00
C: 2.114321 0.674897 0.161797  -0.30
H: 2.589921 0.166897 -0.683503  0.04
H: 2.796321 0.977297 0.965797  0.02
C: -0.963379 0.624297 -1.694503  0.19
C: 0.226521 -0.066303 -1.807903  0.23
H: -1.756879 0.214797 -1.074203  0.01
C: 1.227521 0.282597 -2.879203  0.00
H: 0.324121 -1.046903 -1.351903  0.01
C: 1.011221 1.691997 -3.435903  0.01
H: 2.253121 0.163897 -2.508603  0.00
H: 1.122121 -0.460203 -3.686703  0.01
C: -0.450679 1.859897 -3.862303  0.01
H: 1.252421 2.428797 -2.661503  0.00
H: 1.682221 1.862997 -4.285103  0.00
C: -1.406979 1.686997 -2.669403  -0.03
H: -0.609179 2.843297 -4.317203  0.00
H: -0.681379 1.109697 -4.631703  0.00
H: -1.533579 2.638197 -2.144703  0.01
H: -2.402879 1.388597 -3.026703  0.01
C: 1.284521 -3.033103 3.875097  0.00
N: 0.333321 -2.241203 3.079097  0.00
C: -0.992179 -2.400703 3.327397  0.01
C: -1.925879 -1.598503 2.692397  0.00
C: -1.486679 -0.620603 1.796997  0.01
N: -0.160379 -0.497303 1.487097  -0.02
C: 0.757221 -1.311803 2.144997  0.00
O: 1.948621 -1.169203 1.956997  0.00
N: -2.435179 0.302097 1.289897  0.02
H: 1.144921 -2.796503 4.955297  0.00
H: 2.343721 -2.803903 3.632097  0.00
H: 1.112221 -4.116303 3.717697  0.00
H: -1.330979 -3.121903 4.061497  0.00
H: -2.972979 -1.699703 2.940697  0.00
H: -3.435779 0.210697 1.522197  0.00
H: -2.126579 1.149197 0.796097  0.00

Atoms 1-6, force components in eV/Å:
Ti 0.8 1.1 -0.6
Cl -0.3 1.0 -0.3
Cl -0.4 0.0 1.0
C 1.0 0.2 -0.9
H 0.3 -0.1 0.3
H 0.0 -0.1 -0.3

## Properties
Spin multiplicity: 2
Energy relative to the best compared isomer or geometry (same formula, charge and spin): 1.358 eV
Total charge: -1
Energy: -67431.422 eV
Expectation value of S²: 0.780

The following is a quantum chemistry calculation of one molecule with the formula C12H19N3O3S2 at a distorted geometry, from OMol25.

Last column: Mulliken charge in e.
Geometry (Å):
C: -4.820595 -2.100613 0.341768  -1.27
C: -3.347778 -1.792754 0.567533  -0.64
C: -2.662599 -1.258142 -0.686642  0.21
S: -3.408961 0.279104 -1.349928  -0.15
C: -3.466139 1.403654 0.089259  -0.63
C: -2.070421 1.708812 0.578854  0.69
O: -1.497714 1.065377 1.419773  -0.55
O: -1.569975 2.758979 -0.061914  -0.35
C: -0.242910 3.176633 0.252678  -0.74
C: -1.158096 -1.160448 -0.475756  0.09
O: -0.555839 -1.918851 0.246912  -0.69
N: -0.525830 -0.197340 -1.205864  0.04
C: 0.810309 0.056364 -1.063751  0.16
N: 1.402171 1.061041 -1.621836  -0.41
N: 2.699411 1.119415 -1.330414  -0.59
C: 3.112087 0.177731 -0.561884  0.50
C: 4.515986 0.032171 -0.094209  0.49
C: 5.088548 -1.305384 -0.565838  -1.36
C: 4.572038 0.141405 1.430519  -1.38
S: 1.842095 -0.946520 -0.085748  -0.09
H: -5.271876 -2.459335 1.262959  0.38
H: -4.936941 -2.867883 -0.420557  0.34
H: -5.361411 -1.214918 0.014764  0.31
H: -2.815428 -2.700695 0.858227  0.43
H: -3.218224 -1.075655 1.380457  0.29
H: -2.822933 -1.959956 -1.514587  0.44
H: -4.062329 0.942407 0.873999  0.37
H: -3.945639 2.303734 -0.290028  0.43
H: -0.267421 4.256717 0.384869  0.28
H: 0.415480 2.913149 -0.577426  0.32
H: 0.094197 2.686455 1.167506  0.34
H: -1.063279 0.426724 -1.800032  0.35
H: 5.088010 0.851854 -0.540243  0.18
H: 6.125395 -1.398370 -0.252613  0.41
H: 4.520084 -2.129160 -0.139075  0.33
H: 5.045514 -1.377214 -1.650097  0.36
H: 4.168825 1.096354 1.759544  0.36
H: 5.601073 0.062744 1.772216  0.41
H: 3.991117 -0.657571 1.886594  0.34

Atoms 1-6, force components in eV/Å:
C 0.2 0.1 0.1
C -0.1 -0.1 -0.1
C -0.3 0.4 0.2
S -0.2 0.0 -0.1
C 0.1 -0.4 -0.2
C -0.3 0.0 0.2

## Properties
Energy relative to the best compared isomer or geometry (same formula, charge and spin): 0.068 eV
Energy: -45036.244 eV

The following is a quantum chemistry calculation of a 2-piece molecular cluster, C12H19NO2 overall at a distorted geometry, from OMol25.

Last column: Mulliken spin population.
Geometry (Å):
C: -0.845300 -2.129111 -2.327407  0.02
C: 0.600723 -0.127314 -2.300532  0.41
C: -0.585370 -0.686703 -2.665265  -0.48
C: 0.613041 1.255240 -2.024070  0.20
C: -1.732157 0.053783 -3.011943  0.28
C: -0.524557 1.987719 -2.507718  0.11
C: -1.717731 1.491482 -3.037416  0.26
O: -0.354259 3.358550 -2.289843  -0.06
H: 1.440864 -0.549365 -2.020995  0.12
H: 1.475704 1.818735 -1.660359  0.02
H: -0.944802 -2.815980 -3.312331  0.01
H: -1.751047 -2.295629 -1.743519  0.00
H: -2.522772 -0.476573 -3.556904  0.04
H: -2.782717 1.916167 -3.050369  0.02
H: -1.181695 3.837953 -2.501734  0.01
H: 0.049790 -2.588181 -1.871267  0.01
C: -0.105950 -1.095051 1.831434  -0.03
C: -1.628357 -1.256009 2.014259  0.03
C: 0.522204 0.190120 3.928991  0.00
C: 2.659709 0.679852 0.817812  -0.02
C: 2.058474 0.604421 2.095431  0.05
O: 2.518672 1.121825 3.117785  -0.01
N: 0.808555 -0.062157 2.415443  -0.01
H: 0.256170 -1.995065 2.359250  0.00
H: 0.164344 -1.231713 0.763776  0.00
H: -1.990048 -1.175265 0.808310  0.04
H: -1.998769 -0.419717 2.494342  -0.01
H: 1.171018 0.985353 4.032482  0.00
H: 1.754735 0.664130 0.279680  0.03
H: -2.197031 -2.023485 2.749072  0.00
H: -0.512566 0.182776 4.012141  0.00
H: 0.680323 -0.685985 4.543591  0.00
H: 3.235115 1.520300 1.007323  -0.01
H: 3.365687 -0.055103 0.610548  0.00

Atoms 1-6, force components in eV/Å:
C 1.1 -2.4 -3.0
C -3.0 2.7 -0.4
C -1.3 -1.1 0.4
C -1.6 1.8 -1.4
C -0.1 -0.7 -0.6
C 0.2 1.3 1.0

## Properties
Spin multiplicity: 2
Energy relative to the best compared isomer or geometry (same formula, charge and spin): 4.306 eV
Total charge: -1
Energy: -18331.361 eV
Expectation value of S²: 0.763